1.
Entry from the Open Molecules 2025 dataset: C36H13Cl2CuF15GeN4OS2 as an isolated structure (ωB97M-V/def2-TZVPD).

CARTESIAN COORDINATES (ANGSTROEM)
Cu 1.52 -3.05 0.32
C 1.17 -0.01 4.57
N 2.12 0.00 3.50
C 3.08 0.94 3.29
C 3.81 0.56 2.22
N 3.30 -0.65 1.77
C 2.24 -0.99 2.58
S 1.30 -2.36 2.61
C 3.80 -1.36 0.69
C 4.67 -0.75 -0.22
C 5.34 -1.53 -1.13
C 5.13 -2.91 -1.13
C 4.19 -3.42 -0.26
N 3.49 -2.67 0.61
H 1.25 0.92 5.13
H 1.36 -0.86 5.23
H 0.16 -0.12 4.18
H 3.19 1.78 3.93
H 4.65 1.03 1.77
H 4.80 0.32 -0.20
H 6.05 -1.08 -1.82
H 5.71 -3.56 -1.77
H 3.98 -4.48 -0.23
Cl -1.85 -6.53 -0.66
C -1.09 -5.43 -1.76
C -1.42 -5.50 -3.10
C -0.84 -4.64 -4.01
Cl -1.25 -4.78 -5.68
C 0.07 -3.65 -3.59
C 0.67 -2.70 -4.43
C 1.54 -1.78 -3.90
C 1.81 -1.81 -2.53
N 1.26 -2.69 -1.73
C 0.40 -3.60 -2.21
C -0.16 -4.51 -1.24
O 0.17 -4.45 -0.01
H -2.14 -6.24 -3.42
H 0.44 -2.70 -5.49
H 2.02 -1.05 -4.53
H 2.49 -1.09 -2.08
F -3.11 3.84 0.89
C -1.95 4.11 1.51
C -0.90 3.22 1.37
C 0.28 3.55 2.02
F 1.34 2.75 1.91
C 0.41 4.69 2.80
F 1.56 4.96 3.44
C -0.67 5.56 2.93
F -0.57 6.67 3.68
C -1.86 5.27 2.27
F -2.90 6.10 2.38
Ge -1.10 1.50 0.29
S 0.55 0.26 0.09
C -2.90 0.99 1.16
C -4.18 1.00 0.63
F -4.39 1.42 -0.63
C -5.29 0.66 1.38
F -6.52 0.71 0.84
C -5.15 0.26 2.71
F -6.22 -0.08 3.43
C -3.88 0.26 3.28
F -3.72 -0.07 4.57
C -2.80 0.64 2.49
F -1.58 0.73 3.06
C -1.67 2.15 -1.53
C -1.34 3.39 -2.04
F -0.65 4.25 -1.26
C -1.72 3.78 -3.31
F -1.42 5.01 -3.77
C -2.41 2.89 -4.12
F -2.81 3.26 -5.35
C -2.69 1.61 -3.66
F -3.33 0.74 -4.45
C -2.30 1.26 -2.37
F -2.56 0.03 -1.91

Properties
E_LUMO = 2.12 eV
DFT total energy = -234186.3157 eV
highest occupied orbital energy = -4.5 eV
gap between HOMO and LUMO = 6.59 eV
total charge = -1
molar mass = 1073.69 g mol⁻¹

2.
Entry from the Open Molecules 2025 dataset: a 4-piece molecular cluster, C2H11NO4 overall (ωB97M-V/def2-TZVPD).

CARTESIAN COORDINATES (ANGSTROEM)
C -0.26 1.82 -0.46
N 0.95 1.93 -1.22
C 1.22 0.99 -2.17
O 2.34 0.62 -2.45
H -1.03 2.56 -0.72
H -0.18 1.95 0.62
H -0.77 0.88 -0.67
H 1.71 2.58 -1.14
H 0.41 0.66 -2.84
O -2.12 -0.83 0.54
H -2.75 -0.40 -0.05
H -2.61 -1.49 1.00
O 1.64 -1.28 0.00
H 2.31 -1.06 -0.69
H 2.25 -1.17 0.73
O -1.34 -2.77 3.18
H -0.47 -3.17 3.02
H -1.31 -1.82 3.34

Properties
E_LUMO = 0.60 eV
DFT total energy = -11931.8871 eV
relative energy (zero: lowest compared OMol25 entry of this formula, charge and spin) = 1.870 eV
highest occupied orbital energy = -9.6 eV
gap between HOMO and LUMO = 10.19 eV
structure (SMILES) = CNC=O.O.O.O
molar mass = 113.11 g mol⁻¹

3.
Entry from the Open Molecules 2025 dataset: C33H58BBeBr2CaFKN3NaO9PS2 as an isolated structure (ωB97M-V/def2-TZVPD).

CARTESIAN COORDINATES (ANGSTROEM)
C -0.70 -3.79 4.14
C -0.64 -2.71 3.11
C -1.86 -1.72 2.68
C -1.59 -0.40 1.83
C -3.04 0.43 1.94
C -4.39 -0.51 1.90
O -5.62 0.21 1.50
C -6.01 -0.45 0.22
O -7.25 -0.93 0.11
C -1.71 -0.94 0.26
C -1.13 -2.39 -0.18
C -0.87 0.23 -0.51
B -0.35 0.07 -2.05
O 0.43 -1.04 -2.63
C -0.68 1.34 -3.10
C -2.23 1.35 -3.63
C 0.25 0.54 0.70
C 1.69 -0.17 0.49
C 2.71 0.89 -0.32
C 4.14 0.18 -0.70
C 4.03 -1.06 -1.76
C 4.85 -0.77 -3.18
C 3.77 -0.12 -4.25
O 4.21 -0.27 -5.65
C 4.39 1.04 -6.31
C 3.21 2.21 -6.40
O 5.61 1.31 -6.86
N -0.43 0.60 2.10
C 0.44 0.43 3.30
C -0.20 0.32 4.77
C -1.13 1.52 5.35
C -0.32 2.96 5.60
C -1.25 4.28 5.20
P -0.85 2.37 2.01
S 0.57 3.64 2.29
H -0.50 -4.90 3.76
H -0.86 -3.64 5.29
H 0.40 -2.59 2.55
H -2.60 -2.49 2.15
H -2.42 -1.42 3.69
H -3.15 0.99 2.99
H -3.20 1.17 1.02
H -4.28 -1.47 1.21
H -4.60 -0.95 2.99
H -5.16 -0.56 -0.60
H -2.74 -0.90 -0.28
H -1.44 -2.62 -1.31
H 0.03 -2.53 -0.14
H -1.58 -3.32 0.42
H -1.73 1.05 -0.65
H 0.49 -0.91 -3.64
H 0.13 1.30 -3.97
H -0.40 2.32 -2.48
H -2.84 0.38 -3.39
H -2.73 2.34 -3.20
H -2.17 1.53 -4.81
H 0.52 1.64 0.32
H 1.69 -1.14 -0.20
H 2.30 -0.46 1.44
H 2.97 1.72 0.50
H 2.18 1.45 -1.20
H 4.94 0.96 -1.05
H 4.56 -0.29 0.31
H 2.95 -1.40 -2.03
H 4.56 -2.02 -1.29
H 5.78 -0.09 -2.99
H 5.24 -1.77 -3.65
H 2.72 -0.67 -4.18
H 3.59 0.99 -3.92
H 3.55 3.06 -5.63
H 3.03 2.61 -7.49
H 2.24 1.71 -5.92
H 1.35 1.20 3.38
H 1.04 -0.60 3.16
H -0.79 -0.69 5.01
H 0.73 0.26 5.53
H -2.17 1.66 4.82
H -1.43 1.18 6.46
H -0.11 3.08 6.77
H 0.74 2.97 5.09
H -0.70 5.04 4.48
H -2.28 3.92 4.76
H -1.52 4.90 6.18
H -1.44 2.71 0.70
H -1.89 2.74 2.96
F 0.33 -4.38 -0.70
N -10.82 -1.24 3.96
C -11.92 -1.36 3.19
C -11.91 -1.34 1.81
C -10.68 -1.18 1.17
C -9.53 -1.05 1.93
C -9.65 -1.09 3.31
H -12.86 -1.49 3.74
H -12.82 -1.45 1.24
H -10.63 -1.16 0.08
H -8.56 -0.92 1.47
H -8.77 -0.99 3.95
O 8.05 1.27 -4.88
S 8.34 -0.13 -5.23
O 8.56 -0.23 -6.69
O 7.20 -0.98 -4.84
O 9.55 -0.57 -4.52
Na 1.19 -6.17 -1.09
C 13.01 -1.47 -4.82
C 13.69 -2.59 -4.05
N 14.25 -3.53 -3.42
H 12.85 -1.77 -5.86
H 12.05 -1.23 -4.36
H 13.65 -0.57 -4.80
Be -3.19 5.82 6.18
Br -7.23 -1.00 2.34
K 13.43 -0.82 -2.59
Br -12.90 0.93 4.13
Ca 4.26 4.62 -6.60

Properties
E_LUMO = -7.58 eV
DFT total energy = -272028.2524 eV
highest occupied orbital energy = -9.4 eV
gap between HOMO and LUMO = 1.79 eV
total charge = +2
molar mass = 1036.74 g mol⁻¹

4.
Entry from the Open Molecules 2025 dataset: a 3-piece molecular cluster, C37H63BrCl3FINO8S2 overall (ωB97M-V/def2-TZVPD).

CARTESIAN COORDINATES (ANGSTROEM)
C -2.00 2.28 4.28
C -1.37 0.87 4.22
C -1.63 0.23 2.87
I -1.36 -1.92 2.95
C -0.80 0.80 1.69
C 0.61 1.28 2.11
C 1.58 0.16 2.42
F 1.72 -0.73 1.36
O -1.47 1.94 1.14
C -2.11 1.86 -0.10
Br -3.40 0.35 -0.20
C -2.93 3.16 -0.15
O -4.19 2.99 -0.76
O -4.80 4.26 -0.87
C -1.17 1.72 -1.30
O -0.45 2.92 -1.51
C 0.04 3.12 -2.81
Cl 1.06 4.63 -2.58
C 0.93 1.96 -3.34
C 2.42 2.19 -3.57
C 2.96 0.80 -4.07
C 3.79 0.02 -3.06
C 4.61 -1.04 -3.83
C 3.77 -1.78 -4.90
C 2.47 -2.38 -4.34
C 1.53 -2.95 -5.39
C 0.26 -3.48 -4.67
C -1.05 -3.25 -5.46
C -2.16 -2.58 -4.62
C -3.18 -3.57 -4.07
N -4.41 -2.88 -3.67
C -5.69 -3.38 -3.76
C -6.59 -2.42 -3.32
C -5.84 -1.27 -2.92
C -4.51 -1.62 -3.15
C -1.05 3.54 -3.81
Cl -2.69 3.63 -3.24
C -0.83 3.89 -5.08
C 0.50 3.94 -5.77
Cl -2.15 4.36 -6.12
H -2.03 2.59 5.32
H -3.05 2.17 3.98
H -1.49 3.00 3.64
H -0.33 0.86 4.53
H -1.91 0.28 4.96
H -2.68 0.36 2.64
H -0.63 -0.02 0.99
H 1.00 1.80 1.23
H 0.57 2.02 2.91
H 1.33 -0.35 3.35
H 2.57 0.61 2.57
H -3.12 3.42 0.90
H -2.36 3.98 -0.58
H -5.02 4.54 0.04
H -1.76 1.38 -2.16
H -0.45 0.92 -1.09
H 0.49 1.67 -4.29
H 0.88 1.07 -2.70
H 2.95 2.41 -2.64
H 2.62 2.89 -4.37
H 2.11 0.24 -4.45
H 3.61 1.01 -4.93
H 4.48 0.66 -2.51
H 3.13 -0.55 -2.40
H 5.38 -0.49 -4.39
H 5.09 -1.76 -3.16
H 4.35 -2.63 -5.28
H 3.59 -1.15 -5.77
H 1.89 -1.66 -3.75
H 2.77 -3.16 -3.64
H 2.01 -3.82 -5.85
H 1.29 -2.23 -6.18
H 0.38 -4.55 -4.54
H 0.15 -2.97 -3.72
H -1.46 -4.18 -5.84
H -0.91 -2.62 -6.34
H -1.71 -2.08 -3.76
H -2.70 -1.82 -5.19
H -3.49 -4.30 -4.81
H -2.79 -4.09 -3.18
H -5.97 -4.35 -4.12
H -7.66 -2.52 -3.26
H -6.20 -0.34 -2.53
H -3.67 -0.98 -2.94
H 0.36 4.20 -6.81
H 1.04 2.99 -5.76
H 1.15 4.70 -5.35
O 5.95 -4.10 2.12
S 5.63 -2.72 1.85
O 5.36 -2.25 0.51
C 4.30 -2.22 2.93
C 5.00 -1.72 4.19
C 6.19 -0.88 3.70
C 6.89 -1.68 2.60
H 3.64 -3.06 3.11
H 3.75 -1.41 2.43
H 4.33 -1.14 4.81
H 5.37 -2.56 4.77
H 5.82 0.07 3.29
H 6.87 -0.64 4.51
H 7.32 -1.04 1.83
H 7.66 -2.33 3.00
O -1.25 1.41 7.08
S -1.24 0.66 8.31
O -0.04 0.04 8.80
C -1.97 1.67 9.60
C -3.46 1.36 9.52
C -3.57 -0.16 9.34
C -2.57 -0.56 8.25
H -1.73 2.71 9.42
H -1.54 1.34 10.55
H -3.98 1.70 10.42
H -3.90 1.87 8.66
H -3.31 -0.66 10.27
H -4.58 -0.46 9.07
H -2.14 -1.55 8.42
H -3.01 -0.51 7.25

Properties
E_LUMO = 0.35 eV
DFT total energy = -197354.2871 eV
highest occupied orbital energy = -7.8 eV
gap between HOMO and LUMO = 8.16 eV
structure (SMILES) = CC[C@H](I)[C@H](CCF)O[C@@](Br)(COO)CO[C@@](Cl)(CCCCCCCCCCCCn1cccc1)/C(Cl)=C(\C)Cl.O=S1(=O)CCCC1.O=S1(=O)CCCC1
molar mass = 1046.21 g mol⁻¹

5.
Entry from the Open Molecules 2025 dataset: a 4-piece molecular cluster, C31H61BN3O12 overall (ωB97M-V/def2-TZVPD).

CARTESIAN COORDINATES (ANGSTROEM)
C 5.59 0.20 -0.07
N 4.67 -0.91 -0.35
C 3.26 -0.47 -0.21
C 2.48 -1.04 -1.41
O 2.84 -0.24 -2.52
B 1.66 0.56 -2.87
O 1.79 1.83 -2.15
C 1.38 0.84 -4.46
C 2.09 0.11 -5.40
C 1.85 0.33 -6.73
C 0.92 1.28 -7.08
C 0.28 1.95 -6.07
N 0.46 1.76 -4.77
O 0.56 -0.36 -2.46
C 0.88 -1.02 -1.28
O 0.53 -0.15 -0.24
C -0.67 -0.42 0.46
C -1.95 0.11 -0.24
C -1.72 1.48 -0.89
C -2.67 -0.94 -1.15
C -4.15 -1.06 -0.67
C -2.73 -0.56 -2.64
N 0.28 -2.35 -1.33
C 0.07 -2.84 -2.69
C 1.17 -2.92 -3.74
O -1.04 -3.23 -2.99
C 0.86 -3.28 -0.47
C 0.81 -4.76 -0.88
O 1.35 -2.99 0.60
H 5.62 0.36 1.01
H 6.58 -0.08 -0.44
H 5.29 1.14 -0.56
H 4.85 -1.15 -1.32
H 3.19 0.62 -0.26
H 2.84 -0.83 0.73
H 2.94 -2.02 -1.59
H 1.03 2.40 -2.31
H 2.83 -0.62 -5.10
H 2.38 -0.23 -7.50
H 0.70 1.49 -8.12
H -0.45 2.71 -6.36
H -0.61 0.17 1.38
H -0.78 -1.46 0.79
H -2.64 0.30 0.60
H -1.68 2.21 -0.07
H -2.56 1.79 -1.50
H -0.76 1.56 -1.41
H -2.24 -1.93 -0.98
H -4.23 -1.05 0.42
H -4.67 -0.17 -1.06
H -4.64 -1.91 -1.14
H -3.58 0.11 -2.86
H -1.83 -0.07 -3.02
H -2.92 -1.47 -3.21
H 2.17 -2.71 -3.38
H 0.88 -2.25 -4.54
H 1.17 -3.93 -4.16
H -0.23 -5.00 -1.12
H 1.07 -5.34 0.01
H 1.49 -5.00 -1.70
C -1.55 0.85 5.01
O -2.15 2.09 4.67
C -1.85 3.11 5.60
C -0.70 3.98 5.13
O 0.51 3.25 5.04
C 0.77 2.82 3.70
H -1.53 0.22 4.12
H -0.53 0.97 5.38
H -2.16 0.34 5.78
H -1.64 2.69 6.59
H -2.75 3.74 5.70
H -0.54 4.77 5.88
H -0.94 4.47 4.18
H 1.21 3.64 3.13
H -0.13 2.46 3.20
H 1.49 2.00 3.75
C 4.01 7.93 5.31
O 3.49 6.92 6.15
C 2.86 5.86 5.43
C 3.80 4.68 5.25
O 4.93 5.01 4.45
C 6.07 5.35 5.22
H 4.74 8.49 5.88
H 4.50 7.51 4.43
H 3.20 8.60 4.99
H 2.49 6.21 4.47
H 2.00 5.53 6.02
H 3.26 3.88 4.73
H 4.12 4.27 6.22
H 6.58 4.43 5.54
H 5.83 5.95 6.09
H 6.75 5.91 4.58
C -3.83 -5.09 -2.51
O -4.41 -5.83 -1.43
C -5.72 -5.40 -1.11
C -6.78 -6.27 -1.75
O -6.76 -6.20 -3.17
C -6.04 -7.26 -3.77
H -3.00 -5.68 -2.91
H -4.54 -4.90 -3.31
H -3.43 -4.14 -2.14
H -5.86 -4.35 -1.38
H -5.82 -5.48 -0.02
H -7.76 -5.91 -1.43
H -6.68 -7.31 -1.42
H -6.67 -8.15 -3.83
H -5.12 -7.50 -3.22
H -5.77 -6.95 -4.78

Properties
E_LUMO = 2.36 eV
DFT total energy = -62853.5792 eV
relative energy (zero: lowest compared OMol25 entry of this formula, charge and spin) = 0.000 eV
highest occupied orbital energy = -5.5 eV
gap between HOMO and LUMO = 7.83 eV
total charge = -1
molar mass = 678.65 g mol⁻¹

6.
Entry from the Open Molecules 2025 dataset: the molecule C4H7FO (ωB97M-V/def2-TZVPD).

CARTESIAN COORDINATES (ANGSTROEM)
C -1.00 0.05 1.49
O 0.17 -0.53 1.11
C 0.55 -0.23 -0.17
C 1.93 -0.76 -0.40
C -0.13 0.39 -1.15
F -1.40 1.02 -0.98
H -1.80 -0.15 0.74
H -1.23 -0.42 2.46
H -0.92 1.15 1.63
H 2.60 -0.32 0.32
H 1.93 -1.86 -0.31
H 2.33 -0.53 -1.40
H 0.24 0.45 -2.16

Properties
E_LUMO = 1.03 eV
DFT total energy = -9024.8796 eV
relative energy (zero: lowest compared OMol25 entry of this formula, charge and spin) = 1.391 eV
highest occupied orbital energy = -8.9 eV
gap between HOMO and LUMO = 9.97 eV
structure (SMILES) = CO/C(C)=C\F
molar mass = 90.10 g mol⁻¹